<one>
This record from the OMol25 dataset describes a molecular structure, C3H3Br3O. The level of theory is ωB97M-V/def2-TZVPD.

Properties
LUMO energy, eV: 0.09
Charge: 0
Multiplicity: 1
Orbital gap, Ha: 0.3614

Last column: Löwdin charge in e.
Geometry (Å):
C 1.49598 0.15186 0.39228  -0.1205
C 0.45838 -0.26320 -0.52105  -0.3276
C -1.41647 0.07894 -0.08283  -1.6620
O 1.01669 -1.18104 0.29419  -0.0577
Br -2.52041 -1.03398 -1.16544  0.6133
Br -1.54851 -0.33615 1.78732  0.6422
Br -1.71938 1.95932 -0.41526  0.5771
H 2.49477 0.30135 0.00245  0.1154
H 1.24307 0.67247 1.30620  0.0982
H 0.49588 -0.34957 -1.59785  0.1216

***

<two>
This record from the OMol25 dataset describes a molecular structure, C3H3Br3O. The level of theory is ωB97M-V/def2-TZVPD.

Properties
LUMO energy (alpha / beta), eV: -0.71 / -0.71
Charge: 0
Multiplicity: 1
Orbital gap (alpha / beta), Ha: 0.2824 / 0.2825

Last column: Löwdin charge in e.
Geometry (Å):
C -2.48809 3.39747 -1.71170  -0.8581
C -0.34176 0.37712 -1.55537  -1.0365
C -0.30850 -0.28928 -0.41562  -0.3204
O -0.02383 -1.66374 -0.43374  -0.0716
Br -1.89624 1.58529 -1.58386  0.9625
Br -0.02112 -0.50930 -3.11407  0.7989
Br -1.83341 4.48079 -0.10265  0.3858
H -2.42479 4.03021 -2.63406  -0.0315
H -0.42844 0.01035 0.61901  0.1293
H -0.11547 -2.05874 -1.34252  0.0417

***

Stability check: which of them is most stable? <one>.

***

<one>
This record from the OMol25 dataset describes 2 unconnected molecules or ions with the total composition C6H7I. The level of theory is ωB97M-V/def2-TZVPD.

Properties
LUMO energy, eV: -0.22
Charge: 0
Multiplicity: 1
Orbital gap, Ha: 0.2972

Last column: Löwdin charge in e.
Geometry (Å):
C 1.25832 0.53733 -1.44632  0.0084
C -0.08760 1.40071 1.81432  -0.2393
C -1.10770 0.35037 2.18446  -0.8430
C 0.42077 -0.40324 -1.16271  -0.1154
C -0.49143 0.18552 1.00043  -0.0352
C -0.18659 -1.64641 -1.59113  -0.1060
I -2.45653 -0.22990 3.62697  0.7892
H 1.43776 1.38038 -0.80059  0.0641
H 1.81563 0.53007 -2.37841  0.0788
H -0.43343 2.39055 1.52880  0.0651
H 0.86457 1.41855 2.33868  0.0654
H 0.38582 -2.07490 -2.42046  0.0917
H -1.21049 -1.46935 -1.91891  0.0893
H -0.20912 -2.36968 -0.77512  0.0872

***

<two>
This record from the OMol25 dataset describes a molecular structure, C6H7I. The level of theory is ωB97M-V/def2-TZVPD.

Properties
LUMO energy (alpha / beta), eV: -0.52 / -0.52
Charge: 0
Multiplicity: 1
Orbital gap (alpha / beta), Ha: 0.2997 / 0.2997

Last column: Löwdin charge in e.
Geometry (Å):
C -1.74825 0.11951 -1.01252  -0.0876
C -2.10593 0.03198 1.64859  -0.1181
C -1.90702 0.65014 0.28933  -0.1242
C -0.50664 0.15249 0.06699  -0.0110
C -1.06880 -0.69567 1.36789  -0.8566
C 2.99675 0.48735 -0.56833  -0.1024
I -0.74354 -2.63544 1.62349  0.9561
H -2.27112 -0.79609 -1.34199  0.0983
H -1.62649 0.65438 -1.90038  0.0651
H 2.41126 0.78384 0.33098  -0.0027
H -2.88613 0.23987 2.36685  0.1020
H 4.00613 0.90905 -0.88333  0.0191
H 2.21058 0.70270 -1.47521  0.0568
H 3.23920 -0.60412 -0.51237  0.0051

***

Stability check: which of them is most stable? <one>.

***

<one>
This record from the OMol25 dataset describes 2 unconnected molecules or ions with the total composition C6H7I. The level of theory is ωB97M-V/def2-TZVPD.

Properties
LUMO energy (alpha / beta), eV: 0.08 / -1.07
Charge: 0
Multiplicity: 1
Orbital gap (alpha / beta), Ha: 0.3070 / 0.2392

Last column: Löwdin charge in e.
Geometry (Å):
C 1.78967 -0.71593 0.61494  0.0190
C -0.21553 2.29701 0.04882  -0.2197
C -1.57774 1.85186 -0.51084  -0.8494
C 0.78374 -1.35358 0.10888  -0.0779
C -0.77608 0.88654 -0.12791  -0.0527
C -0.21239 -2.36658 -0.21175  -0.1200
I -3.34357 2.65536 -1.23017  0.7799
H 1.72409 0.28640 0.76425  0.0214
H 2.67699 -1.17316 0.88023  0.0504
H 0.58793 2.75701 -0.66782  0.1036
H -0.20218 2.73744 0.97183  0.0210
H 0.36985 -3.33359 -0.37483  0.0978
H -0.74527 -1.98910 -1.08641  0.0717
H -0.85953 -2.53968 0.82078  0.1550

***

<two>
This record from the OMol25 dataset describes 2 unconnected molecules or ions with the total composition C6H7I. The level of theory is ωB97M-V/def2-TZVPD.

Properties
LUMO energy, eV: 0.42
SMILES: C=C=C.CC#CI
Charge: 0
Multiplicity: 1
Orbital gap, Ha: 0.3449

Last column: Löwdin charge in e.
Geometry (Å):
C 1.05544 -2.34745 0.76558  -0.0007
C 0.48595 -1.42050 1.54716  -0.2268
C -0.20315 -0.69102 2.39491  -0.0674
H 1.59529 -3.11972 1.23920  0.0387
H 0.78127 -2.29235 -0.28723  0.0587
H 0.30607 -0.01033 3.05386  0.0149
H -1.26441 -0.85111 2.63998  0.0684
C -1.11334 1.52701 -2.42511  -0.1203
C -0.21116 1.57188 -1.32040  -0.2326
C 0.60889 1.58145 -0.42262  -0.6583
I 2.00684 1.71023 1.04929  0.8846
H -2.08526 1.26815 -2.12964  0.0551
H -0.78331 0.65900 -3.00113  0.0842
H -1.17912 2.41476 -3.10383  0.1014

***

Stability check: which of them is most stable? <two>.